74
Properties=species:S:1:pos:R:3:forces:R:3 method="wB97M-V/def2-TZVPD" relative_energy_kj_mol=0.0 orbital_gap_ev=7.31 total_charge=+3 total_energy_ha=-2469.92447
Zr 0.784581 -2.174390 -0.511455 0.50 -0.05 0.13
S -0.862722 -4.005143 -1.701663 0.01 0.03 -0.11
P -0.410048 0.787767 -0.092339 0.12 0.08 -0.01
F -0.937218 -6.445469 -0.768002 -0.03 0.03 0.00
F 0.968395 -5.411320 -0.594445 0.00 0.01 -0.01
F 0.304956 -6.171204 -2.525082 0.01 -0.02 0.02
O 4.586381 -3.422355 0.704654 0.03 -0.04 -0.01
O 2.758090 -2.593401 -0.332148 0.32 -0.04 0.00
O 0.325563 -3.205205 -2.241530 -0.16 -0.14 -0.16
O -0.928830 -3.386470 -0.309066 -0.22 -0.07 0.09
O 0.665490 -0.281505 -0.707058 -0.39 0.19 0.00
O -2.035600 -4.048882 -2.460750 0.01 -0.03 -0.02
N 2.607572 -3.471447 1.725374 -0.01 0.00 0.01
N 1.224863 -3.206812 1.634977 -0.01 -0.01 -0.02
C -0.424862 0.474022 4.569093 0.02 0.00 -0.01
C 0.411444 -0.550106 3.769840 0.00 0.00 0.00
C -4.235280 0.713473 -2.771102 -0.04 -0.01 -0.01
C -1.827550 -0.043642 -2.356971 -0.01 -0.04 0.00
C -0.093391 -5.680004 -1.391893 -0.01 0.00 -0.05
C 1.616616 4.794872 -0.765954 -0.01 0.01 0.01
C 0.301499 2.416801 -0.265430 0.02 0.03 0.07
C -1.988160 0.510318 -0.928450 -0.12 0.09 -0.05
C -3.603618 1.995610 -2.244673 -0.01 0.05 0.02
C -2.935794 1.762193 -0.888426 0.03 -0.04 -0.03
C -1.202039 1.418360 3.644312 -0.02 0.02 0.00
C 0.561736 4.382011 -1.804300 0.00 -0.01 -0.02
C -3.202093 -0.424876 -2.916538 0.05 -0.02 0.01
C -1.731384 0.687714 2.412344 -0.01 0.01 -0.06
C 0.738654 0.018309 2.387727 0.00 -0.03 0.01
C 3.354901 -3.157987 0.657464 -0.08 0.03 0.00
C -0.563280 0.086849 1.575087 -0.04 -0.06 0.02
C 2.533302 3.621452 -0.445070 0.01 0.00 0.00
C 0.239339 2.879913 -1.736111 -0.06 -0.03 -0.03
C 5.483411 -3.128040 -0.449781 -0.04 -0.01 0.09
C 1.750603 2.522861 0.291166 -0.05 -0.02 0.01
H 2.189405 5.643784 -1.133777 0.01 -0.01 -0.01
H -4.714486 0.906955 -3.728774 0.00 0.00 0.00
H 3.369016 3.930185 0.181967 -0.01 0.01 0.00
H 1.168204 1.011080 2.505961 0.00 0.04 -0.01
H 2.278686 1.568902 0.200359 0.00 0.00 0.00
H 1.700486 2.773737 1.351878 0.00 -0.01 0.01
H 5.175170 -3.753537 -1.281027 0.01 0.01 -0.02
H 0.911006 4.604890 -2.812623 0.01 0.00 0.01
H 0.937894 -2.632066 2.434410 0.02 -0.03 0.03
H 2.994202 -3.949773 2.532461 0.01 0.00 0.00
H -0.355470 4.955144 -1.661154 0.00 0.01 0.01
H 1.322261 -0.802738 4.314508 -0.01 0.01 0.00
H -2.885406 2.395216 -2.966016 0.01 -0.01 0.01
H -0.359797 3.057903 0.333296 -0.03 0.01 -0.02
H -2.416559 2.669087 -0.573109 0.04 -0.02 0.01
H -3.709797 1.572469 -0.143212 0.02 0.02 0.01
H -1.329920 0.684798 -2.998263 -0.01 0.01 0.00
H -2.393996 -0.123184 2.720132 -0.01 0.01 0.01
H 6.463600 -3.402002 -0.081243 0.01 0.00 -0.02
H 5.416734 -2.068109 -0.670886 0.01 0.00 -0.02
H -3.553162 -1.321429 -2.398705 -0.01 0.00 0.00
H -0.176958 -1.476169 3.664248 0.02 0.00 -0.02
H -2.342094 1.358307 1.803808 -0.01 0.01 0.00
H -0.574455 2.257611 3.331808 0.01 0.00 0.00
H 0.706907 -4.087841 1.684625 0.01 0.00 0.05
H -4.363836 2.766454 -2.120157 0.00 0.00 -0.01
H -2.039684 1.861566 4.180799 0.00 -0.01 0.01
H 2.967112 3.225610 -1.366390 -0.01 0.00 0.00
H -1.185346 -0.933834 -2.365406 -0.01 -0.01 -0.02
H 0.233937 1.056657 5.212053 0.00 0.00 0.00
H -0.740540 2.695494 -2.179830 0.03 0.01 0.02
H 1.135892 5.135838 0.156140 -0.01 0.00 0.00
H 0.965479 2.297477 -2.309033 0.01 0.02 -0.01
H -1.111615 -0.054809 5.229151 0.00 -0.01 -0.01
H -2.466033 -0.276626 -0.329636 0.06 -0.06 0.02
H -3.077020 -0.706135 -3.961778 0.00 0.01 -0.01
H -5.032594 0.408661 -2.089979 0.01 0.00 0.00
H 1.521655 -0.551915 1.863075 -0.01 -0.03 0.00
H -0.864383 -0.961954 1.306529 -0.01 0.10 0.11

103
Properties=species:S:1:pos:R:3:forces:R:3 method="wB97M-V/def2-TZVPD" relative_energy_kj_mol=461.3 orbital_gap_ev=10.53 total_charge=0 total_energy_ha=-3972.08822
F 6.010122 -1.260858 2.030907 0.06 -0.56 -0.32
F -0.837959 2.241785 -0.073518 0.37 -0.57 -0.10
F -2.554881 9.211932 1.746058 -0.80 0.03 -1.12
F 2.250837 -0.048762 -7.626858 0.16 0.26 -1.54
O -7.404835 -2.345407 1.378911 -0.51 0.42 0.58
O -6.103913 -2.137420 3.055684 -0.02 0.09 1.27
O -3.812771 8.041448 3.220167 -0.89 -0.35 -0.69
O -0.703816 -2.210928 -0.546993 0.55 2.21 0.68
O -2.051327 8.035333 4.527816 0.47 -1.55 0.12
O -2.002952 -4.693651 7.562430 0.06 -0.56 0.65
O 5.498084 -3.100876 0.794318 -1.25 -0.36 0.63
O -0.970940 0.002745 -0.643097 -0.66 3.26 -1.43
O -6.886278 3.888492 -4.670991 0.17 -0.08 0.57
O 4.395733 0.149179 -5.130790 0.37 -0.22 0.02
O -2.019722 -3.448432 9.359292 0.06 -0.87 0.66
O 3.384411 -1.446651 -6.248693 -0.54 -0.63 -0.91
O 7.275680 -4.359690 1.102375 0.14 -0.39 0.71
O 1.040934 -10.239277 -5.340556 -0.30 1.63 0.50
O -3.378849 6.147818 4.366187 1.28 3.40 -0.62
O 5.348978 4.209807 -1.348798 1.19 -0.22 0.13
O 5.709056 -5.106023 -0.385798 1.00 3.09 2.90
O -4.011196 -2.375180 -5.703139 -2.17 -1.84 0.19
O -5.488504 -3.322107 -6.974406 -0.31 -0.33 1.20
O 0.741722 -8.216114 -6.097932 -0.08 -1.12 2.15
O -7.414316 1.825823 -4.676652 0.20 -0.35 1.00
O 2.416696 4.793634 7.379534 0.71 -0.32 -0.50
O 2.799041 -8.849246 3.892678 -2.05 0.52 -0.24
O 6.229156 5.650870 -2.659167 0.42 -0.16 0.17
O -1.316827 7.796193 -5.758993 0.12 0.56 0.42
O 0.647089 -9.212734 3.933286 -0.17 -0.09 0.32
O -0.399241 -0.878274 1.252697 0.48 -1.93 0.32
O 5.577868 -1.802015 -5.551387 -5.21 2.88 -0.39
O -0.483356 5.928440 -5.183402 0.43 0.28 0.86
O 2.598447 2.947216 6.293965 0.36 -0.23 -0.05
N -0.662118 7.120108 -4.989028 -0.33 -0.84 -1.54
N -6.962158 2.802268 -4.114585 -0.60 1.47 -1.37
N 6.330106 4.731405 -1.863322 -1.48 1.01 -0.10
N -6.991598 -2.702909 2.477116 1.02 -0.80 -3.07
N 2.899746 4.101668 6.491317 -1.13 0.36 -0.02
N 1.613935 -8.576020 3.611393 2.30 -0.18 -0.89
N -4.908042 -3.243345 -5.907192 2.87 1.54 -1.07
N 0.722392 -9.053566 -5.173987 0.38 -1.10 -2.87
N -2.166808 -3.666043 8.182912 0.59 0.46 -1.13
C 6.098476 -4.273796 0.439906 -0.19 -2.01 -2.21
C -3.073893 7.302635 4.071231 -0.95 -3.51 0.91
C 2.488158 -0.350713 -6.367547 0.02 -0.11 2.52
C -1.143659 0.998356 0.382944 -0.74 0.77 -0.66
C -2.563137 -2.494222 7.395183 0.13 1.17 0.77
C -0.645736 -1.091023 -0.070578 -0.40 -5.20 0.72
C -0.263316 0.471432 1.468523 -0.21 1.81 -0.03
C 7.488852 -3.178847 1.910676 -1.54 0.13 -0.31
C -6.410087 2.700002 -2.730938 0.51 -0.05 -0.72
C -7.473264 -4.073888 2.853993 -0.10 0.93 0.23
C -3.208206 9.240433 2.940067 1.36 0.47 0.81
C -5.073542 -4.284866 -4.844570 -0.14 -0.91 -0.39
C 0.242225 -8.670981 -3.844201 -0.23 0.44 0.46
C -0.074420 7.771415 -3.810004 -0.38 1.32 0.95
C 3.210638 0.800707 -5.591459 -0.42 -1.66 -1.05
C 1.405022 -7.409907 2.681070 -0.57 1.26 0.93
C 3.797237 4.819724 5.453209 -1.33 -1.34 2.40
C 7.703200 4.274053 -1.578197 0.74 -0.88 -0.54
C 6.042562 -2.639520 2.022893 1.44 0.94 -1.02
C 4.509748 -1.119879 -5.646669 5.08 -1.01 0.97
C -2.090966 9.307224 3.954834 -0.44 1.74 1.68
H 4.211356 5.522877 6.175835 0.54 0.51 -1.14
H 8.111263 -2.530006 1.294467 0.09 0.29 0.57
H -8.451075 -3.795787 3.247258 0.04 -0.87 0.57
H 7.679338 3.301858 -1.085893 -0.11 0.27 0.01
H -7.609476 -4.630797 1.926952 0.14 0.18 0.19
H -1.123907 9.673036 3.609773 -0.13 -0.52 -0.40
H -3.939375 10.041099 3.051510 0.09 0.02 -0.76
H 2.574092 1.146950 -4.777193 0.44 0.19 0.01
H -4.110605 -4.489739 -4.376730 -0.25 1.02 0.48
H -2.027697 -1.663829 7.855465 0.08 0.01 -0.19
H -5.934448 -4.014297 -4.233237 0.50 0.16 0.28
H -6.093734 3.659427 -2.321628 -0.78 0.17 -0.31
H -0.601431 -7.996794 -3.991861 0.21 0.01 0.09
H -5.278053 -5.266508 -5.271950 -0.49 0.37 -0.69
H -5.457321 2.240240 -2.993538 -0.15 -0.91 0.82
H 0.755896 0.804604 1.272813 0.17 0.13 0.41
H 4.432168 4.010067 5.093473 0.09 0.62 -0.34
H 0.985247 8.008899 -3.903854 0.03 -0.89 -0.23
H -2.289669 -2.573946 6.343068 -0.67 -0.31 0.22
H 1.990836 -6.559305 3.029512 0.66 -0.48 -0.15
H 8.342949 4.987537 -1.058802 -0.74 0.24 0.28
H -7.154925 2.170490 -2.136868 0.64 -0.25 0.03
H -0.525851 8.759733 -3.723097 -0.30 -0.18 -0.19
H -0.685169 0.796610 2.419516 0.52 -0.29 0.19
H 5.545103 -2.911616 2.953800 -0.49 -0.57 -0.44
H 3.000375 5.164852 4.794427 0.75 0.40 -0.36
H -0.048862 -9.558938 -3.283027 0.14 0.07 -0.30
H 0.398936 -7.027674 2.853621 -0.24 -0.65 -0.36
H -2.197682 1.036358 0.658090 -0.09 -0.20 -0.09
H 7.804905 -3.347696 2.940092 0.72 -0.57 -0.49
H -0.350440 7.218207 -2.912293 0.44 -0.26 -0.27
H 3.447453 1.547401 -6.349401 0.11 0.33 0.41
H -3.588651 -2.352439 7.736203 -0.26 0.11 -0.99
H 1.547678 -0.666967 -5.916350 -0.01 0.00 -0.02
H 8.155337 4.199116 -2.567163 -0.03 -0.27 0.05
H -6.721521 -4.511084 3.511137 -0.56 0.04 0.22
H 1.066050 -8.163861 -3.341981 -0.12 0.07 -0.04
H 1.600852 -7.631240 1.631894 0.07 -0.37 0.38
H -2.383458 9.974187 4.765830 0.01 0.27 0.07

76
Properties=species:S:1:pos:R:3:forces:R:3 method="wB97M-V/def2-TZVPD" smiles="N=[PH2][C@]1(N=C=S)C(=O)N[C@H](COCOCCO)[C@@H]1I.CCOC(C)=O.CCOC(C)=O.CCOC(C)=O" orbital_gap_ev=8.35 total_charge=0 total_energy_ha=-2777.40249
I -0.968640 -0.105054 -0.943570 0.06 0.17 -0.09
S 1.481801 -1.687797 5.261204 -0.13 -0.04 0.30
P 0.787196 -2.245928 1.336872 1.79 -0.04 -0.14
O -4.887358 6.155465 3.157462 -0.04 0.10 -0.16
O 2.620892 2.228822 4.012909 -0.08 0.38 0.12
O -2.120141 -1.936641 2.639926 0.04 0.04 0.21
O 1.024665 3.538515 1.567205 -0.06 0.17 -0.16
O -6.968704 6.491082 3.766121 0.03 0.00 -0.03
O -1.278281 3.732993 1.744049 -0.13 0.32 -0.25
O 2.532054 -4.240618 -6.993309 0.15 -0.19 0.07
O 1.824430 -5.316195 -1.543778 0.19 0.05 0.04
O 1.239024 -5.027508 0.542434 -0.09 -0.12 -0.01
O 2.134263 -5.150293 -8.949330 0.01 0.00 0.04
N 0.673076 -0.186131 3.083764 -0.91 -1.13 0.80
N 2.319879 -1.929740 1.230621 -0.40 -0.03 0.18
N -2.284117 0.293011 2.012977 0.66 -0.18 0.76
C -5.812452 6.488307 4.083295 -0.02 -0.11 0.14
C 2.430079 -4.162231 -8.337912 -0.13 0.10 -0.08
C 1.830722 4.083468 2.607174 0.14 -0.09 0.29
C -0.219154 0.466183 0.981064 0.36 0.21 0.73
C -0.104534 -0.727977 1.953381 -0.17 0.47 -1.15
C 3.058288 -3.184408 -6.184960 -0.09 0.19 0.15
C 2.943218 3.104436 2.942646 -0.13 -0.35 -0.42
C -1.243885 1.307016 1.737956 -0.78 0.33 -0.45
C -0.109297 4.313078 1.252417 0.29 -0.06 -0.08
C -3.481154 6.303733 3.370865 0.17 -0.04 0.04
C 2.612415 -2.824121 -9.016833 0.32 -0.03 -0.02
C 0.779583 -5.874251 -3.681617 -0.12 0.05 0.06
C 0.162944 -6.844905 -0.548632 0.24 -0.24 0.09
C -5.372343 6.768866 5.502503 0.06 0.31 -0.06
C 1.927998 -6.116121 -2.726938 -0.06 -0.07 -0.18
C 1.124414 -5.684418 -0.459253 -0.13 0.06 -0.03
C -1.610677 -0.912392 2.272763 -0.03 -0.08 -0.03
C -2.877972 5.096407 4.054300 -0.20 -0.05 0.20
C 1.985139 -2.187653 -5.799412 -0.08 0.01 -0.09
C -1.691643 2.590542 1.010138 -0.12 -0.61 0.23
C 0.939729 -0.871387 4.059339 0.54 0.51 -0.69
H -1.262296 2.600600 0.006800 -0.06 0.15 -0.05
H -0.868559 1.659199 2.699388 0.56 -0.06 -0.14
H 3.912638 -2.708034 -6.666728 -0.03 -0.01 -0.06
H -2.778098 2.602303 0.914195 0.00 0.12 0.06
H -5.396163 5.835986 6.064680 0.02 -0.02 0.00
H 3.144362 2.512444 2.041864 0.03 0.07 -0.05
H 3.865003 3.630476 3.185281 -0.06 0.02 0.27
H 2.036667 -7.171279 -2.472662 -0.05 0.01 0.05
H 2.984636 -3.006304 -10.021345 -0.12 -0.05 -0.03
H -0.815469 -6.462888 -0.838606 0.00 0.01 -0.02
H -0.155942 4.407861 0.162621 -0.02 -0.16 -0.02
H -6.085222 7.460420 5.943416 -0.09 -0.10 0.00
H -0.175721 -6.168359 -3.245960 0.02 -0.06 -0.01
H -4.382042 7.209194 5.585239 0.04 -0.12 0.01
H -2.890112 0.492463 2.802403 -0.37 0.12 -0.37
H 1.641557 -2.334747 -9.086693 -0.01 0.01 0.02
H 2.866180 -5.806869 -3.184763 0.01 0.04 0.05
H -1.796711 5.206381 4.136527 0.01 -0.02 -0.03
H 1.568891 -1.683275 -6.671777 0.06 0.03 -0.01
H 0.705766 1.019288 0.850408 0.13 -0.24 -0.14
H -0.018527 5.317090 1.671803 -0.12 -0.05 0.20
H -3.288442 4.954003 5.055231 0.04 0.09 0.02
H 0.436679 -3.280579 2.212787 -0.51 0.13 -0.02
H 1.672464 2.057801 3.970960 0.13 -0.25 -0.09
H 2.245019 5.047905 2.297622 -0.02 0.00 -0.09
H 3.437948 -3.673827 -5.288835 -0.01 -0.10 -0.05
H 0.256478 -2.540216 0.077225 -0.63 0.02 0.27
H 0.083988 -7.293795 0.437949 -0.07 0.11 0.04
H 1.225205 4.238108 3.509004 -0.01 0.12 -0.01
H 0.925326 -6.438477 -4.602827 0.03 0.02 -0.01
H 0.714008 -4.814805 -3.930355 0.05 0.00 -0.03
H 3.311086 -2.159526 -8.515208 -0.10 0.04 0.06
H -3.058091 6.411182 2.372675 -0.07 -0.02 -0.03
H 2.873460 -2.542455 1.817053 0.14 0.11 -0.08
H -3.090393 4.199368 3.477714 0.06 0.01 -0.05
H -3.267108 7.230447 3.905543 -0.04 -0.01 0.03
H 0.465099 -7.620188 -1.248145 -0.06 0.07 -0.09
H 1.165735 -2.701424 -5.296505 0.02 0.01 0.04
H 2.389243 -1.431630 -5.125823 0.01 -0.02 0.02